{"formula": "C50H123N7O5", "method": "wB97M-V/def2-TZVPD", "orbital_gap_ev": 4.31, "relative_energy_kj_mol": 63.46, "e_homo_ha": -0.4662, "spin_multiplicity": 1, "lumo_energy_ev": -8.38, "charge": 6, "max_force_ev_per_a": 3.3, "symbols": ["C", "C", "C", "O", "H", "H", "H", "H", "H", "H", "H", "C", "C", "C", "N", "C", "C", "C", "C", "C", "C", "H", "H", "H", "H", "H", "H", "H", "H", "H", "H", "H", "H", "H", "H", "H", "H", "H", "H", "H", "H", "C", "C", "C", "N", "C", "C", "C", "C", "C", "C", "H", "H", "H", "H", "H", "H", "H", "H", "H", "H", "H", "H", "H", "H", "H", "H", "H", "H", "H", "H", "C", "C", "C", "N", "C", "C", "C", "C", "C", "C", "H", "H", "H", "H", "H", "H", "H", "H", "H", "H", "H", "H", "H", "H", "H", "H", "H", "H", "H", "H", "C", "N", "C", "C", "C", "C", "O", "H", "H", "H", "H", "H", "H", "H", "H", "H", "H", "H", "H", "H", "H", "C", "N", "C", "C", "C", "C", "O", "H", "H", "H", "H", "H", "H", "H", "H", "H", "H", "H", "H", "H", "H", "C", "N", "C", "C", "C", "C", "O", "H", "H", "H", "H", "H", "H", "H", "H", "H", "H", "H", "H", "H", "H", "C", "N", "C", "C", "C", "C", "O", "H", "H", "H", "H", "H", "H", "H", "H", "H", "H", "H", "H", "H", "H"], "coordinates": [[-10.40961, -2.28304, -20.86651], [-10.21734, -0.77794, -20.98917], [-8.77933, -0.28571, -20.67244], [-10.83901, -0.30917, -22.12311], [-10.04292, -2.90129, -21.68591], [-11.44687, -2.61559, -20.82636], [-9.84811, -2.58114, -19.98109], [-10.75898, -0.38491, -20.12877], [-8.63350, 0.79370, -20.63116], [-8.18383, -0.61471, -21.52404], [-8.25539, -0.76551, -19.84577], [-9.22024, 3.03250, -14.69040], [-10.27600, 2.04356, -14.18208], [-10.86620, 2.44142, -12.81913], [-12.22325, 1.80711, -12.39228], [-12.08861, 0.31195, -12.03170], [-11.40548, 0.12855, -10.61137], [-12.06007, 1.02501, -9.57027], [-12.01337, 2.55195, -9.96050], [-12.76229, 2.74253, -11.30393], [-13.15551, 1.81025, -13.59887], [-8.60074, 2.55038, -15.44662], [-8.64932, 3.42866, -13.85063], [-9.70169, 3.90889, -15.12426], [-9.90012, 1.02218, -14.12196], [-11.10002, 1.90140, -14.88127], [-11.08681, 3.50794, -12.86331], [-10.17518, 2.35577, -11.98052], [-11.48895, -0.12734, -12.82891], [-13.00925, -0.26282, -11.93091], [-10.37127, 0.44192, -10.46893], [-11.34601, -0.92085, -10.32272], [-11.67693, 0.78912, -8.57746], [-13.10398, 0.72258, -9.48733], [-11.02307, 3.00441, -9.90863], [-12.42551, 3.17063, -9.16334], [-12.85374, 3.78771, -11.59942], [-13.75810, 2.34152, -11.11511], [-12.72359, 1.02023, -14.21319], [-12.93041, 2.74025, -14.12092], [-14.22793, 1.77009, -13.40804], [1.94403, -5.71650, -16.08579], [0.55238, -5.07281, -16.33514], [0.77567, -3.77048, -17.09951], [-0.51429, -2.94572, -17.43283], [-1.38725, -3.60334, -18.53036], [-2.46418, -2.69323, -18.82171], [-2.03501, -1.30914, -19.37803], [-1.20717, -0.56157, -18.34959], [-0.06119, -1.56587, -17.98504], [-1.26227, -2.79019, -16.15786], [2.62376, -5.04275, -15.56415], [2.43582, -5.99763, -17.01704], [1.90362, -6.59596, -15.44311], [0.24575, -4.90607, -15.30254], [-0.22563, -5.67278, -16.80722], [1.25811, -3.84523, -18.07407], [1.39882, -3.01652, -16.61856], [-0.69660, -3.82462, -19.34407], [-1.67511, -4.58696, -18.15923], [-3.15143, -3.19897, -19.49995], [-3.07804, -2.49069, -17.94406], [-1.49387, -1.46500, -20.31127], [-2.86064, -0.69422, -19.73619], [-0.63621, 0.22916, -18.83626], [-1.84336, -0.20966, -17.53748], [0.42362, -1.84040, -18.92191], [0.66770, -1.11822, -17.30946], [-0.72454, -2.48389, -15.26057], [-1.74529, -3.76353, -16.07191], [-2.05005, -2.04645, -16.27771], [-8.37595, 4.22102, -25.84534], [-8.62028, 5.27453, -24.85557], [-10.11794, 5.73426, -24.74553], [-10.38469, 6.86757, -23.71235], [-11.76116, 7.45727, -23.87364], [-11.92659, 8.16760, -25.22310], [-10.90334, 9.26851, -25.42288], [-9.47925, 8.81446, -25.11974], [-9.35842, 8.00891, -23.80510], [-10.28693, 6.19381, -22.31386], [-8.85180, 4.62964, -26.73680], [-8.75642, 3.21518, -25.66747], [-7.30440, 4.15880, -26.03508], [-7.97072, 6.13440, -25.01921], [-8.38853, 4.83021, -23.88759], [-10.78323, 4.92199, -24.45276], [-10.52877, 6.19493, -25.64392], [-12.52456, 6.70892, -23.66082], [-11.89427, 8.10354, -23.00605], [-11.81633, 7.55320, -26.11666], [-12.93528, 8.53055, -25.42034], [-10.97566, 9.64248, -26.44416], [-11.22991, 10.11332, -24.81646], [-9.05420, 8.13623, -25.85964], [-8.81218, 9.67619, -25.14298], [-8.34925, 7.66488, -23.57854], [-9.67212, 8.64510, -22.97747], [-9.23249, 5.91768, -22.31535], [-10.91612, 5.30720, -22.23544], [-10.46657, 6.97824, -21.57868], [-9.36711, -4.91454, -29.29881], [-10.20246, -4.17912, -28.18158], [-9.25246, -3.88872, -27.01249], [-10.58615, -2.80491, -28.75334], [-11.59122, -4.86806, -27.72825], [-12.74068, -4.87488, -28.72728], [-12.61246, -5.42823, -29.98814], [-10.09097, -4.97942, -30.11115], [-9.18876, -5.90399, -28.87774], [-8.45616, -4.39790, -29.60111], [-9.08033, -4.78326, -26.41393], [-9.80159, -3.16175, -26.41411], [-8.22893, -3.55806, -27.18900], [-11.12629, -2.23503, -27.99732], [-11.09381, -2.91473, -29.71164], [-9.59565, -2.35844, -28.84087], [-11.87687, -4.44452, -26.76538], [-11.40641, -5.92656, -27.54516], [-13.09389, -3.84379, -28.74205], [-13.60239, -5.41535, -28.33557], [-13.38992, -5.36366, -30.54759], [-10.04421, -12.39010, -22.45213], [-11.19872, -11.37386, -22.40170], [-10.67108, -10.00286, -21.80241], [-11.68108, -11.13036, -23.82079], [-12.42832, -11.95101, -21.61056], [-12.10697, -12.29042, -20.11591], [-12.00350, -11.11141, -19.32566], [-10.39265, -13.40571, -22.63977], [-9.51558, -12.29919, -21.50323], [-9.36486, -12.01967, -23.21983], [-10.26891, -10.10454, -20.79443], [-11.51766, -9.31644, -21.81799], [-9.80398, -9.58129, -22.31083], [-12.56607, -10.49466, -23.84866], [-11.91081, -12.05693, -24.34691], [-10.84116, -10.73509, -24.39209], [-12.63443, -12.80229, -22.25937], [-13.20566, -11.20902, -21.42811], [-11.24713, -12.94093, -19.95586], [-12.92554, -12.83468, -19.64493], [-12.08710, -11.39059, -18.41096], [-17.24550, -7.91954, -14.36971], [-17.43970, -7.86355, -15.88792], [-17.55521, -9.36231, -16.27601], [-18.78934, -7.23896, -16.29450], [-16.22104, -7.10035, -16.46751], [-16.07761, -5.58460, -16.19967], [-15.87372, -5.37311, -14.81374], [-18.07151, -8.51443, -13.97997], [-17.26405, -6.87927, -14.04476], [-16.28444, -8.27897, -14.00194], [-16.65692, -9.81878, -15.86031], [-17.59353, -9.37560, -17.36526], [-18.41106, -9.83533, -15.79449], [-18.77051, -7.09167, -17.37434], [-18.79047, -6.23191, -15.87744], [-19.62056, -7.77642, -15.83808], [-16.28971, -7.31875, -17.53320], [-15.43367, -7.82110, -16.24693], [-16.92499, -4.94725, -16.45229], [-15.13734, -5.16585, -16.55835], [-16.58566, -4.80408, -14.51216], [-17.83568, 3.60035, -26.87765], [-17.03969, 2.22559, -26.64150], [-17.63732, 1.09980, -27.51067], [-15.61931, 2.56062, -27.17675], [-16.95819, 1.94701, -25.11450], [-16.76969, 0.42244, -24.72706], [-15.67106, -0.11778, -25.43243], [-17.78990, 3.87123, -27.93245], [-17.38246, 4.37289, -26.25647], [-18.88268, 3.47949, -26.59966], [-17.75005, 1.41324, -28.54853], [-18.59690, 0.74835, -27.13146], [-16.96616, 0.24618, -27.41589], [-15.35797, 3.58673, -26.91810], [-15.70370, 2.45130, -28.25796], [-14.89319, 1.81517, -26.85248], [-17.96821, 2.26720, -24.85870], [-16.32603, 2.67626, -24.60788], [-17.67300, -0.08497, -25.06568], [-16.71006, 0.30623, -23.64490], [-14.90911, 0.09722, -24.88949]], "forces_ev_per_a": [[0.88, -0.70, 0.34], [-1.69, 0.88, -0.62], [0.70, -0.93, -1.57], [1.01, 0.16, 0.02], [0.60, 0.37, -0.47], [-0.23, 0.55, 0.45], [-0.21, -0.59, 0.41], [-0.62, 0.15, 0.97], [-0.50, 0.04, 0.15], [0.32, 0.10, -0.43], [-0.42, 0.01, 0.56], [-0.69, 0.02, 0.35], [-0.64, -1.06, 0.46], [-0.21, 0.38, -0.25], [-0.32, 0.27, -0.75], [2.04, 0.28, 2.39], [0.52, 0.99, -0.28], [-1.04, 0.33, -0.01], [0.22, -0.82, 0.24], [-0.32, -1.53, 1.71], [1.53, 0.86, -0.22], [0.12, 0.21, 0.21], [0.42, -0.28, -0.13], [-0.05, -0.06, -0.17], [0.54, 0.02, 0.18], [0.20, 0.55, -0.30], [-0.21, 0.05, -0.04], [-0.04, -0.46, -0.13], [-0.06, 0.10, 0.02], [-0.52, 0.85, -0.47], [0.46, -0.02, -1.25], [-0.63, -0.05, -0.13], [0.37, 0.41, -0.09], [-0.40, 0.27, 0.01], [0.50, -0.52, -0.71], [-0.96, -0.21, -0.18], [0.32, -0.29, -0.57], [-0.23, 0.25, -0.08], [-0.89, -0.09, -0.15], [-0.35, 0.09, -0.03], [0.34, -0.42, 0.50], [-0.04, -0.41, -0.69], [1.12, 0.55, 0.79], [-0.76, 1.20, -0.79], [1.27, 0.75, 0.39], [2.56, -0.81, 1.71], [-2.52, 1.80, -1.15], [-0.43, -0.36, -0.64], [1.16, -1.76, -0.59], [-0.62, -0.13, 0.26], [-1.49, -0.21, -0.48], [-0.22, 0.33, -0.07], [0.00, -0.10, -0.01], [-0.33, -0.05, -0.19], [-0.58, 0.51, -0.16], [0.43, -0.39, -0.14], [-0.03, -0.75, -0.10], [0.00, -0.39, 0.67], [-0.04, 0.37, -0.22], [-0.31, 0.16, 0.20], [-0.01, 0.12, -0.26], [-0.02, -0.27, 0.14], [0.53, -0.08, 0.07], [-0.44, -0.24, 0.44], [-0.38, 0.43, 0.27], [0.44, 0.10, 0.14], [0.24, 0.23, 0.04], [-0.07, -0.30, 0.16], [0.67, -0.37, -0.47], [-0.05, 0.16, 0.81], [0.11, -0.10, -0.10], [-0.01, -0.09, -2.06], [-1.45, 0.73, 2.58], [0.23, 1.00, -0.11], [0.45, -1.53, 0.53], [-0.34, 0.00, -0.30], [0.05, -0.10, -0.69], [-0.34, 0.41, 0.12], [0.25, -0.91, 0.29], [-1.00, 1.00, 0.47], [1.11, 1.22, -1.43], [0.22, -0.60, -0.69], [-0.16, 0.24, 0.38], [-0.08, -0.15, -0.07], [-0.07, -0.09, -0.10], [0.31, 0.39, 0.33], [0.13, -0.07, -0.01], [0.48, -0.53, -0.33], [0.25, -0.52, -0.49], [0.24, 0.60, -0.26], [0.11, -0.91, 0.38], [-0.12, 0.24, 0.78], [0.14, -0.10, -0.05], [0.50, 0.15, 0.32], [-0.35, 0.12, -0.62], [0.09, -0.09, 0.48], [-0.24, -0.27, -0.21], [0.18, 0.13, 0.15], [-0.18, -0.23, 0.64], [-0.13, 0.35, -0.13], [-0.16, -0.32, 0.09], [-2.35, -0.40, 0.96], [0.30, 0.89, -0.73], [-1.42, -0.67, 0.98], [1.34, -0.70, 0.60], [1.86, -1.85, -0.95], [-2.11, 1.59, 0.38], [2.43, -0.33, -0.80], [0.39, -0.26, -0.22], [0.27, 0.06, -0.28], [-0.25, 0.26, 0.48], [-0.53, -0.22, -0.10], [0.39, 0.00, 0.26], [-0.41, 0.37, -1.16], [-0.25, -0.21, -0.18], [0.03, 0.04, 0.24], [-0.31, 0.48, -0.55], [-0.01, 0.42, -0.34], [0.80, 0.01, 0.17], [-0.12, 0.38, -0.51], [0.26, -0.01, 1.36], [-0.25, 0.21, 0.32], [-0.24, 1.30, 0.46], [0.07, 0.92, 0.42], [-0.33, -0.89, -0.07], [0.57, -0.17, -0.10], [1.96, 0.19, 1.58], [-0.12, -0.66, 0.09], [0.29, 0.45, -0.68], [-0.09, 0.23, -0.05], [-0.15, -0.34, -0.02], [-0.11, -0.30, -0.11], [-0.72, -0.60, 0.13], [0.16, -0.09, 0.03], [-0.35, -0.42, -0.93], [0.27, 0.10, 0.22], [-0.16, -0.29, 0.54], [-0.15, 0.45, 0.18], [-0.78, -0.05, 0.62], [-0.05, 0.18, -1.24], [0.33, 0.09, -0.38], [-0.40, -0.44, -0.87], [0.06, 0.10, 0.15], [-1.09, 1.24, -0.07], [-0.72, -0.68, 1.17], [1.35, 1.37, -0.31], [1.58, 1.01, 0.94], [-1.06, -1.63, -1.65], [0.55, -0.45, 1.57], [-0.38, 0.08, 1.00], [0.15, 0.18, 0.21], [-0.41, -0.36, 0.27], [0.03, -0.42, -0.82], [0.02, -0.21, -0.41], [-0.06, -0.44, 0.13], [-0.11, 0.47, -0.17], [-0.35, -0.62, 0.05], [-0.11, -0.01, 0.13], [0.18, -0.22, -0.47], [-0.31, 0.61, -0.39], [0.68, 0.93, 0.84], [-0.01, -0.51, -0.96], [-0.26, -0.54, -1.34], [0.15, 0.12, 0.41], [0.26, -1.48, 0.38], [0.94, 1.81, -0.73], [0.36, -0.07, 1.12], [-0.99, -0.85, -0.49], [-1.93, -0.61, -0.45], [-0.48, 1.58, -1.29], [-0.03, 0.03, 0.53], [0.25, -0.22, 0.08], [0.08, -0.22, -0.05], [0.13, -0.27, 0.08], [0.18, 0.26, 0.25], [-0.08, 0.52, 0.15], [0.15, 0.20, -0.24], [-0.03, -0.27, 0.16], [0.13, 0.33, 0.00], [-0.25, 0.17, 0.32], [-0.11, -0.37, 0.70], [0.54, -0.21, -0.52], [0.12, -0.18, 0.07], [0.13, 0.16, -0.01], [0.54, -0.27, -0.07]], "mulliken_charge": [-1.191, 0.588, -1.270, -0.921, 0.265, 0.299, 0.314, 0.008, 0.294, 0.310, 0.317, -1.403, -0.394, -0.795, 0.259, -0.704, -0.600, -0.845, -0.637, -0.636, -1.059, 0.381, 0.353, 0.375, 0.372, 0.318, 0.415, 0.480, 0.436, 0.418, 0.283, 0.453, 0.427, 0.290, 0.321, 0.442, 0.466, 0.398, 0.461, 0.424, 0.299, -1.403, -0.130, -0.808, -0.131, -0.534, -0.605, -0.705, -0.648, -0.595, -1.035, 0.357, 0.361, 0.388, 0.317, 0.341, 0.432, 0.464, 0.375, 0.451, 0.414, 0.243, 0.342, 0.387, 0.366, 0.297, 0.443, 0.453, 0.272, 0.446, 0.444, -1.500, 0.018, -0.695, -0.123, -0.661, -0.641, -0.651, -0.586, -0.830, -0.996, 0.380, 0.355, 0.367, 0.291, 0.251, 0.329, 0.400, 0.441, 0.448, 0.277, 0.439, 0.378, 0.324, 0.282, 0.447, 0.509, 0.534, 0.438, 0.348, 0.424, -0.802, -0.130, -0.904, -1.038, -0.451, -0.634, -0.509, 0.362, 0.386, 0.354, 0.353, 0.484, 0.338, 0.411, 0.388, 0.484, 0.406, 0.345, 0.384, 0.424, 0.346, -0.899, -0.154, -0.835, -0.884, -0.454, -0.614, -0.505, 0.341, 0.418, 0.407, 0.341, 0.382, 0.359, 0.366, 0.425, 0.401, 0.452, 0.317, 0.346, 0.470, 0.321, -0.769, -0.226, -0.869, -0.818, -0.545, -0.578, -0.548, 0.401, 0.348, 0.375, 0.402, 0.379, 0.392, 0.364, 0.371, 0.382, 0.420, 0.490, 0.373, 0.310, 0.346, -0.867, -0.056, -0.931, -0.819, -0.510, -0.691, -0.477, 0.388, 0.399, 0.396, 0.388, 0.366, 0.408, 0.371, 0.409, 0.285, 0.431, 0.407, 0.340, 0.425, 0.335]}